(1)
Computed, not measured: a 7-piece molecular cluster, CH16NO6 overall at a distorted geometry, with wB97M-V/def2-TZVPD.

Relative energy (zero: lowest compared OMol25 entry of this formula, charge and spin), kJ/mol: 0.00
HOMO-LUMO gap (spin up / spin down), eV: 11.61 / 3.76
⟨S²⟩: 0.756
Net charge: +2
LUMO (spin up / spin down), eV: -7.27 / -14.85
Highest occupied orbital energy (spin up / spin down), eV: -18.8815 / -18.6009
2S+1: 2

Atoms and positions in Å:
C -1.31040 2.14902 1.04329
N -0.62835 1.63292 0.10781
H -2.18145 2.74606 0.82027
H -1.00491 2.05932 2.07077
H 0.19955 1.02974 0.27489
H -0.90320 1.65114 -0.94405
H -2.93056 -2.05145 0.43565
H -1.70957 -1.40632 1.23702
O -2.10348 -1.54976 0.33824
H 1.09896 -0.98650 -0.35428
H 2.33354 -0.14953 0.26174
O 1.35980 -0.34189 0.34727
H -1.30139 1.53590 -3.25219
H -1.01388 0.25291 -2.52573
O -1.23999 1.18057 -2.36320
H -0.17676 -1.07550 3.26447
H 0.40045 -0.69846 1.91666
O -0.44282 -0.65334 2.41805
H -0.05749 -2.55831 -2.08369
H -0.96467 -1.84212 -1.03725
O -0.16642 -1.73278 -1.58961
H 4.53649 -0.29102 -0.73817
H 4.58111 0.46823 0.61204
O 3.99259 0.17993 -0.08879

Atomic partial charges in e from the natural (NBO) method, atoms 1 to 2:
1 C 0.14
2 N -0.60

(2)
Computed, not measured: a 8-piece molecular cluster, CH18N2O7 overall at a distorted geometry, with wB97M-V/def2-TZVPD.

Relative energy (zero: lowest compared OMol25 entry of this formula, charge and spin), kJ/mol: 0.00
HOMO-LUMO gap, eV: 10.22
LUMO, eV: 0.15
Highest occupied orbital energy, eV: -10.0742
SMILES: [H]/N=C/N.O.O.O.O.O.O.O

Atoms and positions in Å:
N 0.71945 -0.56243 2.40155
C 1.89489 -0.98742 1.76672
N 2.39286 -0.30837 0.82569
H 0.63844 0.44496 2.47934
H 0.37112 -1.12843 3.13985
H 2.14743 -1.99343 2.04772
H 2.97161 -0.78284 0.09987
H -2.06579 -3.15833 -0.81871
H -0.59508 -2.46368 -0.93519
O -1.54550 -2.30833 -0.72423
H 1.10882 -3.18214 -2.42718
H 0.90852 -1.66332 -2.13076
O 0.80188 -2.54738 -1.77097
H -3.03845 0.72330 1.06816
H -2.58675 2.12653 1.09230
O -3.05763 1.49535 1.64203
H -1.55945 -0.38335 -0.90484
H -0.92590 -0.54732 0.41538
O -1.27183 0.14243 -0.15551
H -0.69943 1.23005 -3.33842
H -0.06164 0.98432 -1.97773
O 0.03966 0.76902 -2.93081
H -0.58638 2.19216 0.00788
H -0.08771 3.62108 -0.39446
O -0.76147 2.94800 -0.55364
H 1.52053 1.91811 -0.01098
H 1.95468 1.31279 1.15546
O 1.37311 2.10866 0.93148

Atomic partial charges in e from the natural (NBO) method, atoms 1 to 2:
1 N -0.82
2 C 0.32

(3)
Computed, not measured: a 8-piece molecular cluster, CH18N2O8 overall at a distorted geometry, with wB97M-V/def2-TZVPD.

Relative energy (zero: lowest compared OMol25 entry of this formula, charge and spin), kJ/mol: 281.50
HOMO-LUMO gap, eV: 10.28
LUMO, eV: 0.28
Highest occupied orbital energy, eV: -10.0037
SMILES: NC(N)=O.O.O.O.O.O.O.O

Atoms and positions in Å:
O -5.26671 1.43774 -2.90259
H -4.38262 1.50069 -2.54113
H -5.49836 2.33862 -3.12841
O 1.29268 -4.75272 4.88823
H 2.14912 -5.13155 4.69015
H 1.02943 -4.31753 4.07733
O 4.93430 -1.53854 0.39802
H 5.21788 -1.33623 -0.49355
H 4.04243 -1.87098 0.29655
O -0.44426 0.62697 4.57084
H -0.28738 -0.12531 4.00015
H -0.70089 1.33080 3.97502
O -1.11747 -2.59853 -4.38443
H -1.99706 -2.96108 -4.48989
H -0.60261 -3.01253 -5.07709
O 3.53296 -5.42852 -3.12259
H 4.27262 -4.87252 -3.36752
H 3.25921 -5.83887 -3.94291
O 0.41713 -2.33305 0.15346
H 0.28220 -1.43131 -0.13787
H 0.40250 -2.85016 -0.65192
C -1.50139 4.93516 0.76850
O -1.77747 3.75650 0.59271
N -1.98334 5.68173 1.69135
N -0.48155 5.49750 0.22116
H -2.73263 5.26370 2.22419
H -1.60161 6.60942 1.80870
H -0.49894 6.50414 0.30159
H 0.04183 4.91648 -0.41806

Atomic partial charges in e from the natural (NBO) method, atoms 1 to 2:
1 O -0.94
2 H 0.47

(4)
Computed, not measured: CH20Mn2O13 as an isolated structure at a distorted geometry, with wB97M-V/def2-TZVPD.

Relative energy (zero: lowest compared OMol25 entry of this formula, charge and spin), kJ/mol: 0.00
HOMO-LUMO gap (spin up / spin down), eV: 8.16 / 7.84
⟨S²⟩: 30.005
Net charge: +2
LUMO (spin up / spin down), eV: -6.95 / -7.27
Highest occupied orbital energy (spin up / spin down), eV: -15.1077 / -15.1083
2S+1: 11

Atoms and positions in Å:
Mn 1.50040 2.13457 0.67485
Mn -2.31940 0.25359 -0.52356
C 0.42345 0.00618 -0.22053
O -0.15940 1.16698 -0.19131
O 1.64884 0.08372 0.12145
O -0.43614 -0.89022 -0.44385
O 2.67541 -1.53942 2.19294
H 1.98229 -2.22714 2.22281
H 2.64013 -1.12781 1.31047
O 2.42941 2.65123 -1.25084
H 3.13790 2.47077 -1.88761
H 1.72906 3.07198 -1.76776
O -2.35313 2.07664 -1.75298
H -1.66691 2.46373 -2.31279
H -3.06318 2.73780 -1.72854
O 0.27401 -2.97942 2.21416
H 0.09443 -2.64724 1.31970
H -0.57117 -2.94502 2.66642
O -2.99467 -1.33869 0.63248
H -3.08817 -1.61107 1.55489
H -2.83864 -2.18683 0.13042
O 0.89559 1.59766 2.59635
H 0.29927 2.26108 2.97542
H 0.89804 0.86136 3.23200
O 3.67150 -1.63011 -1.04968
H 3.93253 -2.29494 -0.39991
H 3.09879 -1.01654 -0.56825
O -2.40806 -0.74961 -2.40861
H -3.21110 -0.69057 -2.95278
H -1.68058 -0.83085 -3.04591
O 0.45850 3.98586 0.64077
H -0.46786 4.26137 0.60792
H 0.93721 4.76297 0.97904
O -1.92673 -3.42242 -0.81193
H -2.06046 -4.04971 -1.53473
H -1.48115 -2.66984 -1.22054

Atomic partial charges in e from the natural (NBO) method, atoms 1 to 2:
1 Mn 1.66
2 Mn 1.69

(5)
Computed, not measured: a 10-piece molecular cluster, CH21O10 overall at a distorted geometry, with wB97M-V/def2-TZVPD.

Relative energy (zero: lowest compared OMol25 entry of this formula, charge and spin), kJ/mol: 99.19
HOMO-LUMO gap, eV: 8.70
Net charge: -1
LUMO, eV: 2.74
Highest occupied orbital energy, eV: -5.9581

Atoms and positions in Å:
C -0.79741 -0.37525 -0.22531
O -0.26741 0.77175 0.39669
H -0.95841 -1.20225 0.52969
H -0.06741 -0.80925 -0.95331
H -1.68341 -0.05325 -0.77831
O -2.28841 0.51475 2.22069
H -1.68741 0.36475 1.52269
H -1.92441 0.07175 3.01069
O 0.29559 3.01575 1.70569
H -0.41841 3.63775 1.52869
H 0.08859 2.15475 1.32169
O 1.51859 -0.52325 1.78869
H 0.73259 -0.17625 1.29669
H 2.16059 0.18175 1.89669
O -1.02841 -0.19825 -3.15031
H -1.75841 0.38975 -3.33731
H -1.06041 -0.35125 -2.20531
O 2.43859 -2.60625 0.02169
H 1.90759 -2.01225 0.49169
H 2.13559 -3.40025 0.38969
O 1.71359 -1.57025 -2.71031
H 0.90259 -1.19725 -2.98831
H 1.77859 -1.72625 -1.79731
O -1.91941 2.87775 -1.02531
H -1.76741 2.11775 -0.51131
H -2.22441 2.44175 -1.82231
O 0.39659 -2.58225 3.13269
H 0.97059 -1.88125 2.84369
H -0.14641 -2.78025 2.34869
O 1.29459 1.78375 -1.54031
H 0.55359 1.65075 -0.96931
H 1.10959 1.47075 -2.43231

Atomic partial charges in e from the natural (NBO) method, atoms 1 to 2:
1 C -0.28
2 O -1.01

(6)
Computed, not measured: a 11-piece molecular cluster, CH21O13 overall at a distorted geometry, with wB97M-V/def2-TZVPD.

Relative energy (zero: lowest compared OMol25 entry of this formula, charge and spin), kJ/mol: 170.09
HOMO-LUMO gap, eV: 9.93
Net charge: -1
LUMO, eV: 2.83
Highest occupied orbital energy, eV: -7.1018

Atoms and positions in Å:
C -0.51049 -0.37689 0.59914
O -0.09449 -1.51389 0.38714
O -1.27249 -0.24589 1.61914
O -0.23649 0.62411 -0.03186
H -1.50849 -1.12289 1.97714
O 1.23851 -3.68389 -0.89686
H 0.39951 -3.29189 -1.02086
H 1.41551 -4.06089 -1.74686
O -1.04349 -1.98889 -2.12886
H -0.84549 -1.66489 -1.27486
H -0.26649 -2.14789 -2.65386
O -1.52149 2.84611 0.55214
H -0.95249 3.36711 0.04314
H -1.08149 2.00211 0.47114
O 2.29651 -0.92889 -1.59186
H 1.59951 -1.41589 -1.19486
H 3.02951 -1.35389 -1.13386
O -1.23549 0.69111 -3.02886
H -1.70149 0.27911 -2.29086
H -0.39749 0.87911 -2.60286
O 1.04251 1.91311 -1.75386
H 0.78751 1.40711 -1.02786
H 1.43151 1.28311 -2.37786
O 2.25251 -0.73489 1.42614
H 1.36451 -1.11089 1.21914
H 2.58551 -0.06689 0.81214
O 0.98451 2.18111 1.98914
H 1.38451 3.06311 1.69314
H 1.04751 1.54011 1.26514
O 0.61651 0.16211 4.15514
H -0.28049 0.20411 4.47214
H 0.51551 0.71211 3.39214
O -3.91149 1.11211 0.19614
H -3.27149 1.04311 0.92814
H -3.86049 0.39911 -0.44086

Atomic partial charges in e from the natural (NBO) method, atoms 1 to 2:
1 C 0.97
2 O -0.84